Here is a structure of composition C15H43FHfN3O6 at a distorted geometry from the OMol25 dataset. Energies are from ωB97M-V/def2-TZVPD.

Each line ends with the Löwdin charge.
CARTESIAN COORDINATES (ANGSTROEM)
Hf: 1.02499 -2.03414 0.58109  2.19
F: 0.44478 -0.11348 -0.14897  -0.36
C: -0.03177 0.28028 2.77531  -0.03
O: 0.88825 -0.85873 2.57576  -0.24
H: -0.78965 0.38226 2.00664  0.05
H: -0.56099 0.18467 3.72281  0.12
H: 0.58478 1.17603 2.77985  0.12
H: 1.26373 -0.98447 3.45831  0.12
C: 4.86019 -2.88840 3.06531  -0.01
C: 3.68791 -2.14767 2.44822  -0.40
C: 4.11042 -0.98955 1.55547  -0.14
O: 2.98016 -0.55779 0.76582  -0.33
C: 3.33665 0.62884 -0.01216  0.00
N: 2.88934 -3.11911 1.60761  -0.04
H: 4.47339 -3.55448 3.84106  0.11
H: 5.43936 -2.15230 3.62824  0.12
H: 5.52567 -3.42733 2.39150  0.11
H: 3.04844 -1.80423 3.25987  0.13
H: 4.85955 -1.40746 0.87060  0.16
H: 4.61690 -0.18172 2.08080  0.16
H: 2.41879 1.05350 -0.41045  0.07
H: 3.96574 0.38117 -0.86848  0.12
H: 3.86631 1.37711 0.57418  0.12
H: 3.60870 -3.65606 1.10288  0.14
H: 2.72314 -3.84120 2.32496  0.13
C: -3.49381 -3.08494 0.37438  -0.01
C: -2.00167 -2.98502 0.11229  -0.39
C: -1.67196 -2.55765 -1.29420  -0.11
O: -0.23640 -2.33700 -1.35365  -0.36
C: 0.19426 -1.93706 -2.69141  0.00
N: -1.27685 -2.09335 1.09842  -0.01
H: -4.10985 -2.20646 0.17895  0.11
H: -3.67620 -3.40333 1.40888  0.11
H: -3.97836 -3.94113 -0.10135  0.12
H: -1.65943 -4.00904 0.30394  0.15
H: -2.17331 -1.66861 -1.68073  0.16
H: -1.89973 -3.41269 -1.93259  0.16
H: -0.32954 -2.41351 -3.51601  0.13
H: 1.27331 -2.06271 -2.79419  0.11
H: 0.06311 -0.85408 -2.77565  0.09
H: -1.67323 -2.38423 2.00255  0.14
H: -1.90745 -1.28214 1.00191  0.13
C: -3.56586 3.60080 -1.41261  -0.03
C: -2.31506 3.02216 -0.77769  -0.40
C: -2.53273 2.72606 0.72092  -0.26
O: -2.89030 3.89399 1.36488  -0.16
C: -2.85416 3.81199 2.77647  -0.08
N: -1.86575 1.81332 -1.49458  0.04
H: -4.38339 2.87115 -1.44599  0.09
H: -3.39175 3.92623 -2.43678  0.09
H: -3.97949 4.42245 -0.83180  0.09
H: -1.49996 3.74539 -0.84832  0.15
H: -1.58539 2.24650 1.04121  0.10
H: -3.34234 1.98305 0.85847  0.13
H: -1.82336 3.71311 3.13424  0.09
H: -3.48413 2.97532 3.10171  0.09
H: -3.27428 4.72226 3.19525  0.10
H: -2.67120 1.18301 -1.48707  0.08
H: -1.21623 1.32118 -0.88482  0.03
C: 1.40703 1.62315 -3.85886  -0.21
C: 0.24337 2.28114 -4.57739  -0.23
O: -0.97919 1.62746 -4.26662  -0.08
O: 1.33593 2.03080 -2.46897  -0.09
H: 2.33219 2.06217 -4.23841  0.12
H: 1.51071 0.54378 -3.99824  0.10
H: 0.35655 2.12650 -5.65473  0.13
H: 0.26741 3.36388 -4.44345  0.13
H: -1.17860 1.81269 -3.33254  0.01
H: 0.70232 1.43766 -2.05203  0.01

As for the total charge: +3. Its energy relative to the best compared isomer or geometry (same formula, charge and spin) is 0.000 eV.

=====

Here is a cluster of 2 separate species, C7H11N in total at a distorted geometry from the OMol25 dataset. Energies are from ωB97M-V/def2-TZVPD.

Each line ends with the Löwdin charge.
CARTESIAN COORDINATES (ANGSTROEM)
C: -0.91103 -0.59028 1.24617  -0.09
C: -1.48058 -1.09614 0.07202  -0.16
C: -1.53012 -0.31807 -0.99628  -0.13
C: -0.90379 0.93347 -1.04110  -0.11
C: -0.34236 1.44637 0.06615  -0.15
C: -0.41135 0.75210 1.28134  -0.08
H: -0.90947 -1.18109 2.19676  0.12
H: -1.68335 -2.17731 0.01434  0.12
H: -2.18196 -0.67853 -1.88805  0.14
H: -0.71345 1.46263 -1.96237  0.11
H: 0.21499 2.40401 -0.07589  0.12
H: 0.21112 1.20279 2.07146  0.11
C: 2.53141 0.07691 -0.06058  -0.28
N: 1.74654 -1.04416 -0.33196  -0.07
H: 3.66075 0.00414 -0.44103  0.11
H: 2.16418 1.02615 -0.52563  0.04
H: 2.50876 0.42719 1.02779  0.08
H: 0.76291 -0.97000 -0.18290  -0.01
H: 2.02664 -1.43699 -1.31714  0.12

As for the SMILES: c1ccccc1.CN. As for the total charge: 0. Its energy relative to the best compared isomer or geometry (same formula, charge and spin) is 1.874 eV.

=====

Here is a cluster of 5 separate species, C23H32F13N4O8PS in total at a distorted geometry from the OMol25 dataset. Energies are from ωB97M-V/def2-TZVPD.

Each line ends with the Löwdin charge.
CARTESIAN COORDINATES (ANGSTROEM)
C: 3.50614 -4.00694 0.29042  -0.02
C: 2.16505 -4.03749 -0.47322  -0.33
F: 1.71221 -5.36985 -0.53850  -0.04
C: 2.20384 -3.48378 -1.95376  -0.38
C: 1.97099 -4.63073 -2.92430  -0.22
N: 1.72539 -5.42888 -3.66678  0.21
C: 3.53375 -2.77844 -2.36268  -0.23
N: 4.66876 -3.67858 -2.58926  0.03
C: 0.95331 -2.51998 -2.10820  -0.77
S: 1.13963 -1.01090 -1.08546  0.83
C: 0.79756 -2.06695 -3.55733  -0.32
N: 0.61177 -1.65720 -4.58299  0.19
P: -0.69608 -3.38726 -1.67441  0.74
N: -1.91207 -2.67591 -2.38479  -0.29
H: 3.29734 -4.35911 1.32384  0.09
H: 3.92074 -2.98619 0.34951  0.09
H: 4.26452 -4.70504 -0.11518  0.09
H: 1.42786 -3.49806 0.15350  0.10
H: 3.81618 -2.04317 -1.58112  0.09
H: 3.40433 -2.19211 -3.29801  0.13
H: 4.86564 -3.77923 -3.57860  0.08
H: 4.52832 -4.60258 -2.19323  0.06
H: -0.12925 -0.49704 -1.07652  -0.09
H: -0.73714 -3.32240 -0.25092  0.02
H: -0.58112 -4.77900 -1.98226  0.03
H: -2.36958 -3.38624 -2.95903  -0.03
C: 8.22394 -0.40472 -6.18785  -0.06
C: 8.98874 -1.05436 -5.05321  -0.20
O: 8.59407 -0.50113 -3.78618  0.03
C: 7.47945 -1.00065 -3.25073  -0.39
O: 6.80101 -1.85369 -3.74099  0.16
C: 7.21151 -0.35234 -1.88943  -0.53
F: 7.38093 0.97923 -1.92194  0.16
F: 8.04475 -0.83322 -0.95060  0.16
F: 5.96365 -0.57800 -1.46308  0.16
H: 8.33914 0.67999 -6.15442  0.08
H: 8.58354 -0.76950 -7.15021  0.08
H: 7.15654 -0.61687 -6.11443  0.08
H: 10.05334 -0.84917 -5.15985  0.13
H: 8.86731 -2.13824 -5.05430  0.13
C: -4.61328 0.34632 1.92992  -0.05
C: -3.52085 1.37002 2.15660  -0.19
O: -2.32865 0.74041 2.66760  0.05
C: -1.53861 0.17353 1.76504  -0.39
O: -1.74349 0.14896 0.58381  0.14
C: -0.29638 -0.41373 2.43870  -0.53
F: -0.59351 -1.09577 3.55664  0.16
F: 0.57254 0.54912 2.79199  0.17
F: 0.35606 -1.25551 1.62629  0.08
H: -4.80064 -0.22072 2.84363  0.08
H: -5.53718 0.83517 1.62006  0.09
H: -4.32606 -0.37140 1.15979  0.08
H: -3.83951 2.08758 2.91000  0.11
H: -3.30169 1.93215 1.24938  0.11
C: -3.84584 4.47868 -4.16751  -0.06
C: -3.11110 3.88212 -2.98521  -0.20
O: -3.52866 4.50295 -1.75532  0.03
C: -4.65792 4.03974 -1.22057  -0.39
O: -5.33305 3.16774 -1.68282  0.17
C: -4.94958 4.75587 0.10113  -0.53
F: -4.77070 6.08327 0.01368  0.16
F: -4.13779 4.31391 1.08199  0.15
F: -6.20484 4.56308 0.51476  0.17
H: -3.72221 5.56297 -4.18681  0.08
H: -3.46870 4.06250 -5.10173  0.08
H: -4.91632 4.27826 -4.10662  0.08
H: -2.04283 4.07369 -3.07880  0.13
H: -3.24161 2.80054 -2.93388  0.13
C: -4.09836 1.26549 9.09335  -0.06
C: -3.48076 2.11018 7.99833  -0.20
O: -4.26733 2.04596 6.79620  0.03
C: -5.32892 2.85202 6.74623  -0.39
O: -5.66514 3.60384 7.61249  0.18
C: -6.03568 2.70628 5.39610  -0.53
F: -6.17365 1.41993 5.02977  0.16
F: -5.34520 3.31960 4.41581  0.15
F: -7.25976 3.23683 5.40492  0.17
H: -4.24606 0.24079 8.74801  0.08
H: -3.45712 1.25310 9.97490  0.08
H: -5.07672 1.65136 9.38256  0.08
H: -2.49593 1.72106 7.74222  0.13
H: -3.34648 3.14504 8.31533  0.13

As for the SMILES: C[C@H](F)[C@](C#N)(CN)[C@@](S)(C#N)[PH2]=N.CCOC(=O)C(F)(F)F.CCOC(=O)C(F)(F)F.CCOC(=O)C(F)(F)F.CCOC(=O)C(F)(F)F. As for the total charge: 0. As for the total energy: -3754.33028 Eh.

=====

Here is the molecule C2H2N4 at a distorted geometry from the OMol25 dataset. Energies are from ωB97M-V/def2-TZVPD.

Each line ends with the Löwdin charge.
CARTESIAN COORDINATES (ANGSTROEM)
N: -1.89567 0.25864 0.37540  0.10
N: -1.55668 1.24619 -0.25620  0.10
C: -0.70340 0.10804 -0.40252  -0.31
C: 0.74014 0.09510 0.36634  -0.31
N: 1.64335 -0.98799 0.12358  0.10
N: 1.93673 0.06698 -0.41542  0.10
H: -0.72629 -0.47211 -1.31488  0.11
H: 0.73284 0.59347 1.32788  0.11

As for the SMILES: N1=NC1C1N=N1. As for the total charge: 0. Its energy relative to the best compared isomer or geometry (same formula, charge and spin) is 4.078 eV.

=====

Here is a structure of composition C2H5CuO2 at a distorted geometry from the OMol25 dataset. Energies are from ωB97M-V/def2-TZVPD.

Each line ends with the Löwdin spin population.
CARTESIAN COORDINATES (ANGSTROEM)
C: -0.86364 0.41445 -0.27848  0.01
C: -0.03851 -0.39080 0.71636  0.06
O: 1.03559 -0.98560 0.07768  0.45
Cu: 2.72817 -0.82155 0.02270  1.43
H: -1.38162 -0.28383 -0.96140  0.00
H: -1.60056 1.04633 0.23725  0.00
H: -0.69950 -1.15473 1.17282  0.01
H: 0.25144 0.28268 1.54911  0.02
O: -0.00175 1.25468 -1.02950  0.02
H: 0.57039 0.63837 -1.50654  0.01

As for the total charge: 0. Its energy relative to the best compared isomer or geometry (same formula, charge and spin) is 0.002 eV. The expectation value of S² is 2.0033. The spin multiplicity is 3.

=====

Here is a structure of composition C15H9ClN2O5STa at a distorted geometry from the OMol25 dataset. Energies are from ωB97M-V/def2-TZVPD.

Each line ends with the Löwdin charge.
CARTESIAN COORDINATES (ANGSTROEM)
Ta: -0.10045 0.70767 -1.59132  1.60
O: -3.75074 1.36921 3.38512  0.15
C: -2.97808 1.16859 2.33271  -0.24
C: -2.59616 -0.11391 1.89300  0.12
C: -1.79341 -0.19309 0.78417  -0.15
N: -1.38957 0.90428 0.15517  -0.06
C: -1.71977 2.13039 0.55936  -0.16
C: -2.52368 2.31560 1.65060  0.14
C: -1.06542 3.17798 -0.32804  -0.48
O: -1.22509 4.34510 -0.22171  0.22
O: -0.28354 2.55180 -1.23578  -0.24
C: -1.17369 -1.42293 0.13887  -0.47
O: -1.20158 -2.51194 0.60870  0.20
O: -0.54586 -1.05536 -0.99012  -0.20
H: -4.04805 0.55379 3.80487  0.14
H: -2.91722 -1.01198 2.40509  0.15
H: -2.80348 3.30104 1.99622  0.16
S: -1.06267 0.70818 -3.83928  0.66
C: -2.34539 1.44700 -3.03664  -0.80
N: -3.16766 1.91723 -2.37318  0.14
Cl: 1.44197 0.82724 0.66564  0.85
C: 2.29209 -0.66404 0.28085  -0.56
C: 2.65046 -1.54094 1.28047  -0.08
C: 3.24308 -2.73919 0.90738  -0.05
C: 3.44478 -3.02217 -0.43448  -0.05
C: 3.07199 -2.11287 -1.41615  -0.02
C: 2.48818 -0.89981 -1.07304  -0.36
C: 2.05651 0.14319 -2.06122  -0.24
H: 2.46829 -1.29872 2.31905  0.12
H: 3.53515 -3.45301 1.66478  0.12
H: 3.89528 -3.96293 -0.72008  0.12
H: 3.24475 -2.34283 -2.45988  0.12
H: 2.14869 -0.23898 -3.08133  0.07
H: 2.71027 1.01642 -1.96981  0.08

As for the total charge: +1. Its energy relative to the best compared isomer or geometry (same formula, charge and spin) is 0.298 eV.